Record 1
Below is a molecular structure, CH18AgO8, with properties calculated with ωB97M-V/def2-TZVPD.

```
28
CH18AgO8 | the OMol25 dataset | ωB97M-V/def2-TZVPD
Ag -18.422 19.623 5.529
C -22.072 19.522 6.741
O -20.876 20.223 6.436
H -22.840 20.177 7.152
H -22.494 19.057 5.850
H -21.917 18.723 7.475
H -20.815 21.022 6.966
O -20.003 17.957 4.939
H -20.321 17.711 4.060
H -20.509 17.408 5.556
O -18.424 18.225 7.343
H -18.471 18.629 8.220
H -18.301 17.275 7.503
O -17.596 18.690 3.494
H -17.987 18.519 2.624
H -16.712 18.306 3.440
O -16.128 18.825 5.997
H -15.601 18.619 6.782
H -15.518 18.705 5.260
O -19.489 20.929 4.023
H -19.912 20.702 3.181
H -19.476 21.898 4.062
O -18.360 21.228 7.341
H -18.162 22.174 7.421
H -18.558 20.939 8.242
O -16.707 21.358 4.789
H -16.074 22.011 5.124
H -16.969 21.687 3.918
```

Values from the calculation:
Charge ... +2
Spin multiplicity ... 2
ΔE to the lowest compared entry with this formula, charge and spin ... 6.4 kcal per mole
Largest force on an atom ... 1.0 eV Å⁻¹


Record 2
Below is 8 unconnected molecules or ions with the total composition CH18O7 in a non-equilibrium geometry, with properties calculated with ωB97M-V/def2-TZVPD.

```
26
CH18O7 | the OMol25 dataset | ωB97M-V/def2-TZVPD
C 1.615 1.905 -2.398
H 2.168 2.509 -1.744
H 2.064 0.892 -2.567
H 1.567 2.460 -3.280
H 0.505 1.642 -2.237
H -0.735 -1.520 1.376
H -1.774 -0.504 0.987
O -1.521 -1.489 0.889
H -2.608 -1.723 -0.792
H -2.987 -1.452 -2.128
O -2.980 -1.056 -1.311
H 0.488 -3.355 -0.614
H -0.686 -2.386 -0.240
O -0.028 -2.548 -0.911
H 3.433 0.031 -0.015
H 3.172 -1.379 0.316
O 3.918 -0.773 0.434
H -2.122 3.432 1.629
H -1.688 2.073 1.295
O -1.696 2.686 1.986
H -1.480 0.868 -0.908
H -2.829 0.452 -0.305
O -2.026 0.982 -0.091
H 1.280 -0.646 3.701
H 2.748 -0.174 3.457
O 2.202 -0.929 3.472
```

Values from the calculation:
Charge ... +1
Spin multiplicity ... 2
ΔE to the lowest compared entry with this formula, charge and spin ... 30.7 kcal per mole
Largest force on an atom ... 3.7 eV Å⁻¹


Record 3
Below is 8 unconnected molecules or ions with the total composition CH18O8 in a non-equilibrium geometry, with properties calculated with ωB97M-V/def2-TZVPD.

```
27
CH18O8 | the OMol25 dataset | ωB97M-V/def2-TZVPD
C -12.693 1.822 1.289
O -12.705 0.430 1.144
H -12.746 2.125 2.365
H -11.940 2.429 0.753
H -13.653 2.151 0.840
H -11.759 0.133 1.188
O -9.230 4.268 5.207
H -8.750 4.316 6.036
H -8.931 5.060 4.705
O -10.020 0.221 0.594
H -10.085 0.744 -0.199
H -9.082 0.054 0.664
O -8.572 5.590 2.741
H -8.267 6.256 2.117
H -8.736 4.816 2.209
O -11.853 3.342 5.559
H -12.264 2.951 4.804
H -11.164 3.935 5.227
O -8.846 0.289 4.013
H -8.843 -0.626 4.254
H -9.257 0.348 3.154
O -9.731 2.909 2.776
H -9.808 2.801 3.743
H -10.536 2.554 2.387
O -7.667 1.526 0.803
H -8.221 2.077 1.381
H -6.900 2.049 0.547
```

Values from the calculation:
Charge ... 0
Spin multiplicity ... 1
ΔE to the lowest compared entry with this formula, charge and spin ... 0.0 kcal per mole
Largest force on an atom ... 2.0 eV Å⁻¹


Record 4
Below is a molecular structure, CH19LiO9 in a non-equilibrium geometry, with properties calculated with ωB97M-V/def2-TZVPD.

```
30
CH19LiO9 | the OMol25 dataset | ωB97M-V/def2-TZVPD
Li -1.403 1.908 0.377
C 0.111 -0.135 0.046
O 0.049 1.168 -0.560
H 0.866 -0.671 -0.661
H -0.945 -0.386 0.063
H 0.513 0.069 0.969
O 2.053 2.739 0.490
H 1.345 2.131 0.332
H 2.019 2.670 1.332
O -0.736 -1.604 -2.530
H -0.226 -1.217 -1.842
H -1.341 -0.853 -2.847
O -3.086 0.931 0.388
H -3.622 0.135 -0.037
H -3.702 1.472 0.958
O 2.448 0.699 -2.040
H 1.581 0.717 -1.614
H 3.053 0.975 -1.336
O 3.561 -0.707 2.272
H 2.893 -1.324 1.846
H 4.210 -0.479 1.516
O -2.387 -1.556 2.373
H -2.411 -0.972 1.576
H -1.476 -1.294 2.602
O -0.589 -3.607 1.222
H -1.097 -2.871 1.526
H -0.801 -4.263 1.759
O -0.532 2.347 -2.774
H -0.071 2.038 -3.597
H -0.265 1.952 -1.817
```

Values from the calculation:
Charge ... 0
Spin multiplicity ... 1
ΔE to the lowest compared entry with this formula, charge and spin ... 42.9 kcal per mole
Largest force on an atom ... 9.6 eV Å⁻¹


Record 5
Below is 10 unconnected molecules or ions with the total composition CH19O12 in a non-equilibrium geometry, with properties calculated with ωB97M-V/def2-TZVPD.

```
32
CH19O12 | the OMol25 dataset | ωB97M-V/def2-TZVPD
C -7.788 5.880 -33.680
O -8.963 6.245 -33.404
O -7.475 5.953 -34.971
O -6.991 5.469 -32.851
H -8.132 6.284 -35.442
O -4.333 5.935 -33.001
H -5.280 5.711 -33.156
H -3.969 5.054 -33.006
O -8.254 4.124 -31.031
H -9.089 3.936 -31.276
H -7.815 4.457 -31.774
O -11.116 7.002 -32.089
H -10.416 6.727 -32.620
H -11.841 6.404 -32.379
O -7.877 8.854 -33.550
H -6.999 8.751 -33.877
H -8.327 8.037 -33.569
O -10.099 3.661 -32.976
H -9.885 4.351 -33.549
H -9.324 3.053 -32.953
O -5.836 6.703 -30.114
H -5.919 5.715 -30.123
H -5.880 7.006 -29.214
O -5.165 2.846 -32.827
H -5.977 2.359 -32.917
H -5.300 3.517 -32.161
O -5.384 3.612 -35.502
H -6.292 3.796 -35.742
H -5.505 3.475 -34.551
O -8.327 7.148 -30.933
H -7.434 7.102 -30.579
H -8.188 6.643 -31.733
```

Values from the calculation:
Charge ... -1
Spin multiplicity ... 1
ΔE to the lowest compared entry with this formula, charge and spin ... 31.9 kcal per mole
Largest force on an atom ... 7.1 eV Å⁻¹


Record 6
Below is a molecular structure, CH20N2O9 in a non-equilibrium geometry, with properties calculated with ωB97M-V/def2-TZVPD.

```
32
CH20N2O9 | the OMol25 dataset | ωB97M-V/def2-TZVPD
O -9.268 15.808 0.159
H -8.939 16.437 0.801
H -9.845 15.233 0.662
O -7.794 12.862 4.023
H -8.749 12.827 4.069
H -7.607 13.659 3.526
O -8.199 16.498 3.585
H -9.125 16.403 3.811
H -7.755 15.829 4.106
O -8.533 13.651 0.086
H -7.902 12.974 0.331
H -9.001 13.848 0.898
O -6.214 13.996 0.732
H -6.299 13.212 0.190
H -6.110 13.663 1.623
O -7.601 14.705 2.298
H -7.782 15.441 2.882
H -8.443 14.513 1.886
O -8.730 17.066 1.694
H -8.498 16.871 2.602
H -9.386 17.761 1.757
O -9.498 14.001 1.727
H -9.663 13.316 2.375
H -10.343 14.132 1.297
C -5.897 15.281 3.977
O -6.851 14.997 4.697
N -4.924 16.027 4.349
N -5.847 15.075 2.676
H -4.206 16.204 3.660
H -4.835 16.286 5.321
H -4.918 15.005 2.286
H -6.631 14.639 2.212
```

Values from the calculation:
Charge ... 0
Spin multiplicity ... 1
ΔE to the lowest compared entry with this formula, charge and spin ... 457.0 kcal per mole
Largest force on an atom ... 18.9 eV Å⁻¹


Record 7
Below is 9 unconnected molecules or ions with the total composition CH20O9 in a non-equilibrium geometry, with properties calculated with ωB97M-V/def2-TZVPD.

```
30
CH20O9 | the OMol25 dataset | ωB97M-V/def2-TZVPD
O -0.289 -2.743 0.993
H -0.326 -1.715 0.976
H 0.193 -3.139 1.772
H -1.135 -3.199 0.604
C 0.587 0.407 -0.383
O 0.186 -0.051 0.870
H -0.155 -0.101 -1.084
H 1.544 0.067 -0.691
H 0.390 1.542 -0.572
O -0.671 2.942 -2.416
H -1.392 2.296 -2.371
H 0.117 2.380 -2.670
O 3.040 0.515 1.377
H 2.106 0.230 1.151
H 3.532 0.972 0.783
O -2.326 -0.624 -0.011
H -3.023 0.028 0.159
H -1.482 -0.152 0.044
O -2.310 0.676 -2.916
H -2.194 0.132 -3.578
H -2.003 0.151 -2.123
O 0.731 0.158 3.486
H 0.465 0.292 2.667
H 0.588 -0.764 3.842
O 2.508 -2.264 -1.083
H 2.071 -1.555 -0.596
H 2.644 -2.893 -0.371
O -1.300 2.409 1.133
H -0.920 1.458 0.869
H -1.176 2.547 0.140
```

Values from the calculation:
Charge ... 0
Spin multiplicity ... 1
ΔE to the lowest compared entry with this formula, charge and spin ... 127.9 kcal per mole
Largest force on an atom ... 8.5 eV Å⁻¹


Record 8
Below is a molecular structure, CH21MnO13 in a non-equilibrium geometry, with properties calculated with ωB97M-V/def2-TZVPD.

```
36
CH21MnO13 | the OMol25 dataset | ωB97M-V/def2-TZVPD
Mn -16.227 14.405 21.972
C -15.803 13.901 24.401
O -15.984 15.043 23.975
O -14.987 13.717 25.472
O -16.175 12.915 23.845
H -14.682 14.531 25.843
O -12.352 12.224 23.601
H -12.731 12.247 24.473
H -12.944 11.609 23.241
O -16.423 10.210 26.190
H -17.089 9.586 26.024
H -16.851 11.010 25.938
O -16.451 16.842 21.702
H -16.563 17.137 20.793
H -15.814 17.401 22.076
O -12.121 14.287 26.266
H -11.936 14.073 27.198
H -12.635 13.540 26.046
O -14.916 10.729 23.501
H -15.196 10.193 24.254
H -15.500 11.492 23.567
O -19.165 12.298 23.744
H -19.020 11.445 23.262
H -18.313 12.411 24.172
O -13.397 11.573 26.084
H -13.198 10.655 26.015
H -14.338 11.571 26.174
O -16.144 12.490 21.068
H -15.420 11.840 21.082
H -16.458 12.539 20.149
O -12.799 15.878 23.311
H -12.726 15.484 24.161
H -11.933 15.782 23.006
O -18.394 14.102 22.056
H -18.828 13.445 22.621
H -18.913 14.886 21.981
```

Values from the calculation:
Charge ... +1
Spin multiplicity ... 6
ΔE to the lowest compared entry with this formula, charge and spin ... 0.0 kcal per mole
Largest force on an atom ... 5.4 eV Å⁻¹